Record 1
Here is a 2-piece molecular cluster, CH5NO2S overall from the Open Molecules 2025 dataset. Energies are from ωB97M-V/def2-TZVPD.

Geometry as XYZ:
```
10
CH5NO2S (ωB97M-V/def2-TZVPD)
C 0.502 0.895 -1.037
N 0.673 -0.981 1.296
O -1.877 -1.244 0.224
O 1.390 -0.005 -1.087
S 1.724 -1.158 0.182
H 0.317 1.477 -1.925
H -2.157 -2.159 0.300
H -0.100 1.031 -0.144
H 0.957 -0.452 2.110
H -1.020 -1.184 0.694
```

**Energy**: -644.40662 hartree
**ΔE to the lowest compared entry with this formula, charge and spin**: 86.4 kcal per mole
**LUMO energy (alpha / beta)**: -0.874 / -0.878 eV
**Charge**: 0

---

Record 2
Here is a 2-piece molecular cluster, CH5NO4P overall from the Open Molecules 2025 dataset. Energies are from ωB97M-V/def2-TZVPD.

Geometry as XYZ:
```
12
CH5NO4P (ωB97M-V/def2-TZVPD)
C -0.280 0.431 -1.014
N -1.143 -1.792 -0.470
O 1.547 -0.946 0.704
O 1.586 1.574 0.496
O -0.463 0.496 1.579
O -1.355 1.172 -0.834
P 0.610 0.197 0.578
H 0.016 0.239 -2.030
H -1.321 -1.576 0.507
H 2.425 1.241 0.808
H -0.225 -2.230 -0.488
H -1.397 1.195 0.165
```

**Energy**: -738.24555 hartree
**ΔE to the lowest compared entry with this formula, charge and spin**: 50.3 kcal per mole
**LUMO energy (alpha / beta)**: 3.956 / 3.947 eV
**Charge**: -1

---

Record 3
Here is CH5NO4Sn as an isolated structure from the Open Molecules 2025 dataset. Energies are from ωB97M-V/def2-TZVPD.

Geometry as XYZ:
```
12
CH5NO4Sn (ωB97M-V/def2-TZVPD)
Sn -6.558 -9.523 -15.162
O -5.492 -11.954 -15.832
H -5.455 -12.735 -15.267
O -4.609 -9.339 -17.132
H -4.381 -8.737 -17.849
C -4.739 -11.550 -10.946
N -6.085 -11.244 -11.479
O -7.012 -11.923 -11.112
O -6.199 -10.457 -12.406
H -4.360 -12.472 -11.370
H -4.788 -11.588 -9.861
H -4.163 -10.661 -11.189
```

**Energy**: -610.84866 hartree
**ΔE to the lowest compared entry with this formula, charge and spin**: 11.9 kcal per mole
**LUMO energy**: -1.823 eV
**Charge**: 0

---

Record 4
Here is one molecule with the formula CH5NOP2 from the Open Molecules 2025 dataset. Energies are from ωB97M-V/def2-TZVPD.

Geometry as XYZ:
```
10
CH5NOP2 (ωB97M-V/def2-TZVPD)
O -1.959 -1.250 -1.988
C -1.439 -0.292 -1.465
P 0.285 -0.301 -0.827
N 0.029 0.567 0.841
P 1.559 0.840 1.672
H -2.043 0.727 -1.558
H 0.149 -1.575 -0.445
H -0.592 1.380 0.875
H 2.294 0.315 0.652
H 1.718 -0.411 2.244
```

**SMILES**: O=CPNP
**Energy**: -853.72937 hartree
**ΔE to the lowest compared entry with this formula, charge and spin**: 29.9 kcal per mole
**LUMO energy**: -0.020 eV
**Charge**: 0

---

Record 5
Here is a 2-piece molecular cluster, CH5NOS overall from the Open Molecules 2025 dataset. Energies are from ωB97M-V/def2-TZVPD.

Geometry as XYZ:
```
9
CH5NOS (ωB97M-V/def2-TZVPD)
N -0.317 2.155 4.220
C 0.222 1.855 3.003
O -0.214 1.019 2.256
H -1.113 1.578 4.425
H 0.171 2.865 4.727
H 1.068 2.529 2.804
S 0.225 -2.262 -4.309
H -0.947 -2.657 -3.792
H -0.449 -1.459 -5.134
```

**SMILES**: NC=O.S
**Energy**: -569.27629 hartree
**ΔE to the lowest compared entry with this formula, charge and spin**: 7.4 kcal per mole
**LUMO energy**: 0.954 eV
**Charge**: 0

---

Record 6
Here is a 2-piece molecular cluster, CH5NOS2 overall from the Open Molecules 2025 dataset. Energies are from ωB97M-V/def2-TZVPD.

Geometry as XYZ:
```
10
CH5NOS2 (ωB97M-V/def2-TZVPD)
N -2.261 -0.433 2.272
C -2.488 -1.543 1.432
O -1.569 -2.174 0.852
H -1.886 0.563 2.430
H -2.604 -0.821 3.125
H -3.441 -2.059 1.591
S 3.788 1.337 -1.787
S 4.540 1.453 -3.707
H 2.533 1.906 -2.007
H 3.389 1.771 -4.200
```

**SMILES**: NC=O.SS
**Energy**: -967.39744 hartree
**ΔE to the lowest compared entry with this formula, charge and spin**: 50.2 kcal per mole
**LUMO energy**: 0.361 eV
**Charge**: 0

---

Record 7
Here is one molecule with the formula CH5NOSi from the Open Molecules 2025 dataset. Energies are from ωB97M-V/def2-TZVPD.

Geometry as XYZ:
```
9
CH5NOSi (ωB97M-V/def2-TZVPD)
N 0.256 0.677 -1.351
C -0.125 -0.398 -0.604
O -0.663 -1.492 -1.266
Si -0.058 -0.331 1.332
H 0.020 0.802 -2.357
H 0.454 1.495 -0.930
H -0.122 -1.657 1.836
H 1.362 0.386 1.462
H -1.124 0.519 1.878
```

**SMILES**: NC(=O)[SiH3]
**Energy**: -460.53376 hartree
**ΔE to the lowest compared entry with this formula, charge and spin**: 17.8 kcal per mole
**LUMO energy**: 0.772 eV
**Charge**: 0

---

Record 8
Here is CH5O2P2 as an isolated structure from the Open Molecules 2025 dataset. Energies are from ωB97M-V/def2-TZVPD.

Geometry as XYZ:
```
10
CH5O2P2 (ωB97M-V/def2-TZVPD)
C 0.445 0.227 0.009
O 0.560 -2.590 -0.328
O -3.891 -0.289 0.062
P -0.319 -1.480 0.188
P -2.451 0.141 -0.028
H 0.331 0.697 -0.968
H 1.415 0.057 0.307
H -0.094 0.786 0.784
H -0.201 -1.432 1.792
H -1.825 0.100 -1.312
```

**Energy**: -874.31146 hartree
**ΔE to the lowest compared entry with this formula, charge and spin**: 51.8 kcal per mole
**LUMO energy**: 4.149 eV
**Charge**: -1

---

Record 9
Here is a 2-piece molecular cluster, CH5O2PS overall from the Open Molecules 2025 dataset. Energies are from ωB97M-V/def2-TZVPD.

Geometry as XYZ:
```
10
CH5O2PS (ωB97M-V/def2-TZVPD)
O 1.852 1.287 0.933
C 1.667 0.366 0.197
O 0.926 0.259 -0.897
S 2.750 -1.068 0.126
H 0.101 0.802 -0.913
H 3.716 -0.275 0.690
P -2.315 -0.512 0.363
H -2.105 -0.169 -0.933
H -3.155 0.566 0.527
H -3.437 -1.257 -0.093
```

**SMILES**: O=C(O)S.P
**Energy**: -931.08415 hartree
**ΔE to the lowest compared entry with this formula, charge and spin**: 50.8 kcal per mole
**LUMO energy**: 0.506 eV
**Charge**: 0

---

Record 10
Here is a 2-piece molecular cluster, CH5O3P overall from the Open Molecules 2025 dataset. Energies are from ωB97M-V/def2-TZVPD.

Geometry as XYZ:
```
10
CH5O3P (ωB97M-V/def2-TZVPD)
C 1.009 0.357 -0.001
O 1.098 -1.002 -0.310
O -2.364 -1.509 -0.242
O -2.231 -0.326 0.518
P -1.816 0.955 -0.370
H 1.059 0.628 1.107
H 1.472 0.977 -0.801
H 1.086 -1.241 -1.212
H -1.530 -2.080 -0.214
H -1.445 1.581 0.792
```

**Energy**: -607.94837 hartree
**ΔE to the lowest compared entry with this formula, charge and spin**: 164.4 kcal per mole
**LUMO energy (alpha / beta)**: -0.125 / 0.407 eV
**Charge**: 0

---

Record 11
Here is a 2-piece molecular cluster, CH5OS overall from the Open Molecules 2025 dataset. Energies are from ωB97M-V/def2-TZVPD.

Geometry as XYZ:
```
8
CH5OS (ωB97M-V/def2-TZVPD)
C 1.509 -0.315 -0.486
S 0.477 1.076 0.540
H 2.602 -0.060 -0.556
H 1.023 -0.483 -1.543
H 1.513 -1.335 0.199
H -2.284 -0.729 -1.079
H -1.286 -1.354 -0.071
O -2.282 -1.420 -0.333
```

**Energy**: -514.51808 hartree
**ΔE to the lowest compared entry with this formula, charge and spin**: 24.3 kcal per mole
**LUMO energy**: 4.453 eV
**Charge**: -1

---

Record 12
Here is a 2-piece molecular cluster, CH5P3 overall from the Open Molecules 2025 dataset. Energies are from ωB97M-V/def2-TZVPD.

Geometry as XYZ:
```
9
CH5P3 (ωB97M-V/def2-TZVPD)
C -0.511 -0.184 -0.729
P 0.454 -1.660 -0.509
P -0.246 -0.345 1.054
P 1.444 1.040 1.366
H -0.474 0.642 -1.315
H -2.006 -0.637 -1.298
H -0.670 -2.498 -0.281
H 0.491 1.912 1.775
H 1.517 1.729 -0.063
```

**Energy**: -1065.00827 hartree
**ΔE to the lowest compared entry with this formula, charge and spin**: 76.6 kcal per mole
**LUMO energy**: 0.264 eV
**Charge**: 0

---

Record 13
Here is a 2-piece molecular cluster, CH5PS2 overall from the Open Molecules 2025 dataset. Energies are from ωB97M-V/def2-TZVPD.

Geometry as XYZ:
```
9
CH5PS2 (ωB97M-V/def2-TZVPD)
C -0.084 -1.729 0.583
P 0.065 -1.532 2.452
S 0.193 3.237 -1.431
S -0.767 1.590 -2.019
H -0.703 -0.907 0.122
H -0.641 -2.612 0.226
H 1.041 -1.611 0.322
H 0.554 -0.280 2.400
H 0.342 3.844 -2.655
```

**Energy**: -1178.72201 hartree
**ΔE to the lowest compared entry with this formula, charge and spin**: 78.3 kcal per mole
**LUMO energy (alpha / beta)**: -0.616 / -1.989 eV
**Charge**: 0

---

Record 14
Here is a 2-piece molecular cluster, CH5S2 overall from the Open Molecules 2025 dataset. Energies are from ωB97M-V/def2-TZVPD.

Geometry as XYZ:
```
8
CH5S2 (ωB97M-V/def2-TZVPD)
S 1.207 -2.317 1.616
H 2.265 -2.090 2.402
C -0.931 0.928 -0.992
S 0.452 1.055 0.194
H -1.053 -0.106 -1.284
H -0.706 1.555 -1.841
H -1.855 1.250 -0.522
H 0.621 -0.276 0.426
```

**Energy**: -837.49689 hartree
**ΔE to the lowest compared entry with this formula, charge and spin**: 3.6 kcal per mole
**LUMO energy**: 3.624 eV
**Charge**: -1

---

Record 15
Here is a 2-piece molecular cluster, CH5S2 overall from the Open Molecules 2025 dataset. Energies are from ωB97M-V/def2-TZVPD.

Geometry as XYZ:
```
8
CH5S2 (ωB97M-V/def2-TZVPD)
S 2.716 0.275 -0.380
H 3.182 -0.989 -0.034
C -1.147 0.186 0.518
S -1.271 -0.373 -1.215
H -0.196 -0.235 0.964
H -1.223 1.261 0.635
H -1.987 -0.219 1.120
H -0.074 0.094 -1.608
```

**Energy**: -837.49525 hartree
**ΔE to the lowest compared entry with this formula, charge and spin**: 4.7 kcal per mole
**LUMO energy**: 3.560 eV
**Charge**: -1

---

Record 16
Here is a 2-piece molecular cluster, CH5S2 overall from the Open Molecules 2025 dataset. Energies are from ωB97M-V/def2-TZVPD.

Geometry as XYZ:
```
8
CH5S2 (ωB97M-V/def2-TZVPD)
S -1.382 -1.204 -1.615
H -1.828 -0.047 -2.113
C 0.591 0.377 1.103
S 1.375 0.155 -0.507
H 1.381 0.261 1.847
H -0.159 -0.391 1.233
H 0.306 1.424 1.134
H -0.283 -0.573 -1.083
```

**Energy**: -837.39722 hartree
**ΔE to the lowest compared entry with this formula, charge and spin**: 0.0 kcal per mole
**LUMO energy (alpha / beta)**: 0.960 / -2.346 eV
**Charge**: 0
**Multiplicity**: 2

---

Record 17
Here is a 2-piece molecular cluster, CH5S3 overall from the Open Molecules 2025 dataset. Energies are from ωB97M-V/def2-TZVPD.

Geometry as XYZ:
```
9
CH5S3 (ωB97M-V/def2-TZVPD)
S -2.395 0.363 0.160
H -2.680 0.620 -1.124
C 1.233 1.200 1.098
S 1.617 0.337 -0.453
S 0.348 -1.385 -0.303
H 1.881 2.090 1.213
H 1.429 0.504 1.895
H 0.190 1.504 1.085
H -1.181 -0.351 -0.231
```

**Energy**: -1235.70316 hartree
**ΔE to the lowest compared entry with this formula, charge and spin**: 2.5 kcal per mole
**LUMO energy**: 3.621 eV
**Charge**: -1

---

Record 18
Here is a 2-piece molecular cluster, CH6BN overall from the Open Molecules 2025 dataset. Energies are from ωB97M-V/def2-TZVPD.

Geometry as XYZ:
```
9
CH6BN (ωB97M-V/def2-TZVPD)
B 1.276 -1.193 -0.237
C -1.033 0.553 0.264
N 0.109 0.868 -0.688
H 1.345 -1.816 -1.100
H 1.500 -1.209 0.872
H -0.896 0.663 1.348
H -1.818 1.185 -0.197
H -1.400 -0.444 -0.024
H 0.918 1.394 -0.238
```

**Energy**: -121.11216 hartree
**ΔE to the lowest compared entry with this formula, charge and spin**: 145.7 kcal per mole
**LUMO energy**: -0.568 eV
**Charge**: 0

---

Record 19
Here is a 2-piece molecular cluster, CH6BN overall from the Open Molecules 2025 dataset. Energies are from ωB97M-V/def2-TZVPD.

Geometry as XYZ:
```
9
CH6BN (ωB97M-V/def2-TZVPD)
B -1.169 0.414 0.771
C 0.420 -0.612 -1.039
N -0.086 0.305 0.012
H 1.074 1.215 2.733
H -2.381 0.169 0.898
H -0.396 -1.306 -1.020
H 0.402 -0.036 -1.942
H 1.367 -0.954 -0.757
H 0.767 0.805 0.344
```

**Energy**: -121.10887 hartree
**ΔE to the lowest compared entry with this formula, charge and spin**: 9.9 kcal per mole
**LUMO energy (alpha / beta)**: 0.957 / 0.303 eV
**Charge**: 0
**Multiplicity**: 3

---

Record 20
Here is one molecule with the formula CH6BNO4S from the Open Molecules 2025 dataset. Energies are from ωB97M-V/def2-TZVPD.

Geometry as XYZ:
```
14
CH6BNO4S (ωB97M-V/def2-TZVPD)
N -2.185 0.619 -0.685
S -1.103 -0.293 0.246
O -1.754 -0.580 1.492
O -0.654 -1.392 -0.565
C 0.260 0.849 0.494
B 1.492 -0.043 0.053
O 1.987 -0.881 0.984
O 1.916 0.053 -1.222
H -3.023 0.812 -0.159
H -2.401 0.161 -1.556
H 0.254 1.080 1.775
H 0.050 1.762 -0.034
H 2.619 -1.544 0.710
H 2.542 -0.605 -1.533
```

**SMILES**: NS(=O)(=O)CB(O)O
**Energy**: -820.54154 hartree
**ΔE to the lowest compared entry with this formula, charge and spin**: 0.0 kcal per mole
**LUMO energy**: 0.256 eV
**Charge**: 0